The following is a quantum chemistry calculation of a single C5H7NO molecule in a non-equilibrium geometry, from the OMol25 dataset.

Summary:
total charge	0
SMILES string	CN1CC=C=C1O
Kohn-Sham gap	8.3	eV
ΔE to the lowest compared entry with this formula, charge and spin	3.170	eV
E	-8833.0325	eV
2S+1	1

Each line ends with the Mulliken charge.
Atoms and positions in Å:
1 C 1.071 -1.406 -0.265  -0.831
2 N 0.268 -0.234 0.028  0.127
3 C 0.685 1.140 0.056  -0.313
4 C -0.568 1.831 0.514  -0.508
5 C -1.688 1.049 0.431  -1.048
6 C -1.060 -0.216 0.168  0.745
7 O -1.679 -1.381 0.001  -0.445
8 H 0.793 -1.821 -1.238  0.293
9 H 0.909 -2.172 0.501  0.299
10 H 2.129 -1.133 -0.267  0.317
11 H 1.704 1.311 0.413  0.392
12 H 0.545 1.611 -0.934  0.230
13 H -0.493 2.911 0.648  0.375
14 H -2.626 -1.179 0.073  0.367